336
Properties=species:S:1:pos:R:3:mulliken_charge:R:1 method="wB97M-V/def2-TZVPD" largest_force_ha_per_bohr=0.064 gap_ev=8.33 e_homo_ev=-7.810 total_charge=0
C 6.209 -0.082 -5.079 -1.460
C 4.856 0.032 -4.335 1.483
C 4.842 -1.013 -3.234 -0.747
C 5.802 -0.692 -2.123 -0.093
C 5.476 0.710 -1.560 -1.131
C 5.320 1.846 -2.545 1.748
N 4.499 1.328 -3.665 1.192
O 4.536 2.313 -4.729 -0.622
C 4.529 2.982 -1.893 -1.579
C 6.699 2.435 -2.989 -2.164
C 3.673 -0.225 -5.272 -0.766
H 6.693 0.823 -5.439 0.277
H 5.972 -0.675 -6.000 0.422
H 6.950 -0.601 -4.460 0.301
H 3.809 -1.135 -2.888 -1.072
H 5.058 -1.959 -3.695 0.655
H 6.871 -0.643 -2.511 0.236
H 5.795 -1.357 -1.230 -0.056
H 6.330 0.899 -0.945 0.883
H 4.580 0.627 -0.954 -0.356
H 3.524 2.698 -1.594 -0.528
H 5.065 3.321 -0.982 0.493
H 4.488 3.808 -2.568 0.657
H 6.504 3.344 -3.531 0.491
H 7.235 2.682 -2.075 0.432
H 7.289 1.718 -3.549 0.451
H 3.790 -1.102 -5.919 0.512
H 3.493 0.635 -5.958 0.510
H 2.783 -0.404 -4.679 -0.842
H 5.398 2.214 -5.121 0.383
C -0.642 7.017 3.009 -1.659
C 0.745 6.469 2.494 1.465
C 1.090 5.204 3.356 -0.749
C 2.354 4.563 2.867 -0.936
C 2.117 4.088 1.432 -0.060
C 1.726 5.248 0.465 1.085
N 0.675 6.030 1.095 1.595
O 0.387 7.111 0.215 -0.601
C 2.990 6.017 0.153 -1.684
C 1.072 4.657 -0.811 -0.403
C 1.826 7.507 2.829 -2.303
H -0.762 8.090 2.798 0.145
H -0.592 6.846 4.053 0.680
H -1.470 6.474 2.658 0.080
H 1.127 5.510 4.380 0.773
H 0.241 4.522 3.357 -0.488
H 2.702 3.766 3.488 0.616
H 3.081 5.398 2.872 0.271
H 1.319 3.308 1.359 -0.705
H 2.969 3.571 0.901 0.239
H 2.777 6.829 -0.536 0.479
H 3.512 6.432 1.006 0.327
H 3.791 5.416 -0.360 -0.053
H 0.842 5.340 -1.611 0.931
H 1.827 4.008 -1.282 -0.196
H 0.214 4.074 -0.524 -0.347
H 1.888 8.241 2.041 0.388
H 2.822 7.126 2.983 0.372
H 1.579 7.983 3.738 0.571
H -0.519 6.913 -0.096 0.209
C 1.782 -0.989 -1.283 -0.298
C 0.769 -0.467 -0.277 1.792
C 0.358 0.975 -0.706 1.197
C -0.815 1.415 0.143 -0.172
C -1.992 0.473 -0.027 -0.878
C -1.622 -0.965 0.365 2.025
N -0.406 -1.360 -0.338 0.772
O -0.065 -2.730 -0.205 0.623
C -1.418 -1.161 1.872 0.615
C -2.838 -1.863 -0.088 -1.983
C 1.527 -0.448 1.041 -0.218
H 1.360 -1.283 -2.250 -0.666
H 2.153 -1.956 -0.881 0.536
H 2.576 -0.262 -1.336 -0.258
H 1.215 1.677 -0.536 -0.273
H 0.071 1.046 -1.784 -0.547
H -1.176 2.393 -0.110 -0.219
H -0.566 1.489 1.191 -0.497
H -2.340 0.466 -1.046 -0.606
H -2.839 0.757 0.591 0.512
H -2.322 -1.382 2.475 -0.013
H -0.780 -2.048 1.961 -0.866
H -0.853 -0.408 2.354 -0.862
H -3.071 -1.728 -1.132 -0.095
H -2.647 -2.942 0.106 -0.202
H -3.657 -1.751 0.573 1.093
H 2.548 -0.140 0.929 -0.305
H 1.548 -1.461 1.503 0.126
H 1.063 0.170 1.802 -0.716
H 0.162 -3.043 -1.095 -0.051
C -2.019 -9.190 3.972 -2.084
C -1.237 -7.917 4.143 2.016
C 0.128 -8.140 3.409 -1.734
C 0.900 -6.805 3.226 -0.540
C -0.069 -5.781 2.640 -0.128
C -1.427 -5.555 3.374 2.418
N -1.977 -6.876 3.465 0.013
O -3.131 -6.648 4.316 -0.520
C -1.127 -4.748 4.737 -1.397
C -2.370 -4.710 2.433 -1.086
C -0.974 -7.616 5.595 -1.555
H -3.000 -9.093 4.414 0.445
H -1.585 -10.091 4.341 0.452
H -2.108 -9.459 2.906 0.380
H 0.620 -8.893 4.042 0.432
H -0.121 -8.595 2.456 0.407
H 1.831 -6.924 2.641 0.318
H 1.266 -6.474 4.204 0.276
H -0.347 -6.078 1.647 -0.494
H 0.440 -4.823 2.522 0.093
H -0.178 -5.104 5.160 0.153
H -1.058 -3.614 4.611 -0.298
H -1.945 -5.063 5.411 0.601
H -2.604 -5.289 1.540 0.627
H -3.216 -4.260 2.970 0.254
H -1.761 -3.854 2.102 -0.564
H -1.145 -8.442 6.279 0.357
H -1.475 -6.764 6.013 0.265
H 0.096 -7.403 5.705 0.379
H -3.853 -6.676 3.699 0.383
C 4.384 0.127 2.741 0.369
O 5.528 -0.458 3.380 -0.317
C 6.089 0.441 4.393 -0.802
C 7.399 -0.189 4.926 -0.443
N 8.146 0.709 5.782 -0.226
C 9.418 0.301 6.289 -0.947
C 9.372 -1.043 7.033 -0.431
O 8.396 -1.065 7.999 -0.275
C 8.613 -0.224 9.065 -0.817
H 4.674 0.905 2.015 0.448
H 3.709 0.608 3.510 0.167
H 3.792 -0.588 2.205 -0.570
H 5.333 0.580 5.138 0.310
H 6.439 1.354 3.982 0.479
H 8.049 -0.430 4.058 0.387
H 7.177 -1.124 5.426 0.260
H 7.566 1.051 6.530 0.276
H 9.844 1.118 6.877 0.382
H 10.080 0.333 5.420 0.398
H 10.424 -1.209 7.511 0.317
H 9.077 -1.800 6.312 0.390
H 9.682 -0.296 9.301 0.401
H 8.131 -0.652 9.920 0.285
H 8.406 0.861 8.873 0.247
C -11.468 -0.170 -4.480 -0.700
O -10.038 -0.399 -4.384 -0.438
C -9.499 0.502 -3.413 0.503
C -9.868 0.206 -1.992 -1.012
N -9.460 -1.131 -1.501 -0.329
C -8.034 -1.302 -1.474 0.480
C -7.693 -2.715 -0.992 -0.918
O -6.335 -2.857 -0.714 0.026
C -5.545 -3.221 -1.823 -0.200
H -11.841 -0.753 -5.288 0.318
H -11.642 0.904 -4.701 0.281
H -11.992 -0.525 -3.600 0.277
H -9.957 1.468 -3.605 0.404
H -8.414 0.525 -3.452 -0.533
H -10.960 0.374 -1.879 0.367
H -9.446 0.987 -1.363 0.428
H -9.898 -1.841 -2.114 0.350
H -7.673 -0.634 -0.717 0.083
H -7.418 -1.063 -2.392 -0.245
H -8.037 -3.425 -1.784 0.403
H -8.154 -2.999 -0.051 0.204
H -5.539 -2.443 -2.622 0.248
H -5.914 -4.172 -2.138 0.564
H -4.566 -3.302 -1.422 -0.529
C 0.051 2.566 5.681 -0.617
O 0.343 1.251 5.905 -0.580
C 0.126 0.408 4.790 0.104
C 0.408 -1.016 5.173 -0.102
N 1.844 -1.110 5.400 0.233
C 2.358 -2.415 5.601 -0.759
C 3.790 -2.432 6.215 -0.383
O 3.774 -1.789 7.542 -0.405
C 5.079 -1.473 8.000 -0.600
H 0.271 2.968 4.700 0.067
H 0.680 3.075 6.358 0.414
H -0.885 2.985 6.042 0.350
H 0.835 0.606 4.007 0.037
H -0.870 0.543 4.403 0.398
H 0.024 -1.668 4.426 -0.691
H -0.145 -1.215 6.056 0.567
H 2.150 -0.442 6.116 0.350
H 2.361 -3.042 4.732 0.296
H 1.775 -2.973 6.375 0.222
H 4.554 -1.985 5.500 0.000
H 4.166 -3.467 6.359 0.499
H 4.856 -0.951 8.949 0.357
H 5.595 -0.756 7.319 0.107
H 5.762 -2.314 8.126 0.298
C -5.518 6.134 -2.010 -1.004
O -4.377 5.625 -1.439 -0.423
C -3.274 5.565 -2.255 1.819
C -2.533 6.905 -2.255 -1.486
N -2.222 7.325 -0.831 0.579
C -2.230 8.833 -0.757 -1.051
C -2.134 9.289 0.673 -0.031
O -3.314 8.888 1.345 -0.277
C -3.340 9.454 2.673 -0.712
H -5.717 5.747 -2.990 0.406
H -5.709 7.193 -2.026 0.366
H -6.365 5.627 -1.511 0.302
H -3.547 5.218 -3.245 -0.399
H -2.594 4.916 -1.728 -0.810
H -3.068 7.635 -2.813 0.415
H -1.561 6.792 -2.739 0.413
H -2.969 6.971 -0.210 -0.001
H -3.139 9.312 -1.106 0.485
H -1.397 9.173 -1.435 0.426
H -1.948 10.355 0.685 0.590
H -1.281 8.877 1.237 -0.337
H -4.294 9.142 3.083 0.237
H -3.239 10.547 2.583 0.308
H -2.577 9.006 3.278 0.285
C -3.282 -1.747 -4.450 -0.491
O -4.119 -0.910 -5.163 -0.482
C -3.434 0.272 -5.595 0.670
C -4.508 1.220 -6.138 -1.536
N -5.477 1.736 -5.187 -0.226
C -4.983 2.652 -4.174 1.230
C -5.955 2.648 -2.963 -1.062
O -6.145 1.367 -2.357 0.029
C -5.150 1.020 -1.430 -0.099
H -3.842 -2.650 -4.156 0.322
H -2.914 -1.241 -3.551 -0.035
H -2.426 -2.135 -5.025 0.425
H -2.786 -0.041 -6.425 0.625
H -2.887 0.728 -4.786 -0.448
H -5.100 0.801 -6.995 0.384
H -3.941 2.013 -6.607 0.427
H -5.991 0.992 -4.704 0.248
H -4.806 3.715 -4.404 -0.032
H -3.955 2.349 -3.807 -0.633
H -6.981 2.894 -3.329 0.213
H -5.627 3.352 -2.180 0.212
H -4.241 0.630 -1.863 0.122
H -5.534 0.194 -0.887 -0.306
H -5.068 1.834 -0.642 0.349
C -6.073 -3.035 2.837 -0.397
O -6.148 -2.049 3.904 -0.514
C -4.996 -1.441 4.342 1.273
C -5.352 -0.049 4.799 -1.138
N -5.262 1.046 3.790 -0.325
C -4.006 1.708 3.676 0.426
C -4.000 2.948 2.771 -1.214
O -2.657 3.279 2.461 0.274
C -2.588 4.230 1.468 -0.203
H -5.931 -2.487 1.886 0.200
H -7.027 -3.499 2.836 0.410
H -5.341 -3.806 2.985 0.053
H -4.267 -1.298 3.518 -0.843
H -4.567 -2.049 5.178 0.221
H -4.846 0.203 5.729 0.342
H -6.407 -0.057 5.102 0.491
H -5.987 1.708 4.067 0.305
H -3.390 0.907 3.225 -0.504
H -3.617 2.011 4.673 0.322
H -4.343 3.846 3.166 0.760
H -4.519 2.773 1.814 0.137
H -1.540 4.364 1.218 -0.794
H -3.107 5.195 1.680 0.449
H -3.058 3.823 0.553 0.278
C -0.537 -7.437 -1.132 -0.570
O -1.019 -6.528 -2.101 -0.479
C -1.605 -5.381 -1.492 -0.335
C -1.416 -4.195 -2.441 0.321
N 0.008 -3.926 -2.624 -0.359
C 0.185 -3.189 -3.867 -0.673
C 1.706 -3.110 -4.185 0.285
O 2.205 -4.395 -4.352 -0.585
C 3.587 -4.500 -4.158 0.640
H 0.049 -8.201 -1.637 0.418
H -1.374 -7.825 -0.602 0.410
H -0.008 -6.913 -0.314 0.016
H -1.085 -5.230 -0.534 -0.445
H -2.670 -5.419 -1.292 0.558
H -1.870 -3.289 -2.030 -0.590
H -1.932 -4.418 -3.389 0.907
H 0.503 -4.844 -2.729 0.347
H -0.164 -2.205 -3.660 -0.232
H -0.298 -3.689 -4.717 0.765
H 2.326 -2.567 -3.441 -0.122
H 1.812 -2.495 -5.108 0.358
H 3.740 -4.219 -3.131 -0.523
H 4.092 -3.828 -4.844 0.160
H 3.825 -5.542 -4.410 0.066
C 3.571 -4.514 1.353 0.224
O 4.673 -5.113 0.671 -0.556
C 5.210 -4.181 -0.205 0.132
C 6.441 -4.847 -0.956 -1.050
N 5.844 -5.564 -2.094 0.199
C 6.747 -6.470 -2.733 -0.732
C 6.265 -6.697 -4.222 -0.409
O 7.062 -7.604 -4.882 -0.438
C 6.715 -8.912 -4.564 -0.703
H 2.712 -4.398 0.690 -0.017
H 3.856 -3.559 1.818 0.081
H 3.434 -5.276 2.167 0.035
H 5.561 -3.284 0.373 0.248
H 4.488 -3.890 -0.977 -0.082
H 6.959 -5.531 -0.261 0.343
H 7.165 -4.096 -1.287 0.482
H 5.084 -6.102 -1.745 0.198
H 6.923 -7.436 -2.294 0.364
H 7.740 -5.953 -2.821 0.276
H 6.308 -5.801 -4.831 0.170
H 5.217 -7.076 -4.194 0.391
H 6.573 -9.018 -3.499 0.285
H 7.463 -9.594 -4.829 0.333
H 5.791 -9.300 -5.043 0.250
C -2.119 4.362 -9.306 -0.873
O -2.257 4.450 -7.889 -0.027
C -1.845 5.728 -7.402 -0.860
C -2.029 5.793 -5.889 -0.435
N -0.987 5.287 -4.996 0.168
C -0.892 3.840 -5.096 0.137
C -0.388 3.259 -3.733 0.164
O -0.478 1.853 -3.848 0.712
C 0.722 1.214 -4.212 -0.861
H -2.678 5.179 -9.792 0.321
H -2.476 3.376 -9.602 0.217
H -1.064 4.359 -9.545 0.341
H -2.539 6.562 -7.735 0.407
H -0.780 5.914 -7.747 0.373
H -2.983 5.329 -5.596 -0.113
H -2.011 6.854 -5.694 0.552
H -0.172 5.826 -5.012 0.311
H -0.242 3.496 -5.933 0.030
H -1.923 3.482 -5.329 -0.297
H -1.148 3.521 -2.978 -0.934
H 0.619 3.683 -3.435 0.102
H 1.205 1.723 -5.052 0.310
H 0.492 0.197 -4.489 0.115
H 1.365 1.230 -3.354 0.095